No. 1
C4H14N3 | ωB97M-V/def2-TZVPD

Geometry as XYZ:
```
21
C4H14N3 ωB97M-V/def2-TZVPD
C 1.38910 -1.96177 0.45768
C -0.53876 -1.61797 1.92303
N 0.70347 -1.45065 1.64310
H 2.17666 -2.65349 0.75600
H 1.80578 -1.08827 -0.06838
H 0.68079 -2.45414 -0.20337
H -1.15433 -2.15257 1.21427
H -0.97154 -1.21436 2.87497
H 1.27357 -0.87420 2.27447
C 0.83465 1.07842 -1.55837
N 0.17348 1.72592 -0.42658
C -1.17515 1.17481 -0.16497
N -2.20740 1.61514 -1.07713
H 1.88585 1.41804 -1.57464
H 0.80300 -0.03701 -1.53616
H 0.34714 1.38387 -2.48483
H 0.72280 1.61081 0.39068
H -1.45574 1.50397 0.85188
H -1.15235 0.04397 -0.13102
H -2.15847 2.66587 -1.14311
H -1.98255 1.28360 -2.01754
```

Results
* charge: +1
* frontier orbital gap: 7.18 eV
* multiplicity: 1
* HOMO level: -12.56 eV

=====

No. 2
C4H6O2 | ωB97M-V/def2-TZVPD

Geometry as XYZ:
```
12
C4H6O2 ωB97M-V/def2-TZVPD
O -1.43987 1.60989 0.37622
C -0.68564 -0.73866 -0.50267
C 0.27849 -0.38959 -1.28513
C 0.68849 -0.93662 0.06595
C 1.26219 -0.05605 1.13167
O 2.04797 -0.46597 1.95353
H -2.27024 1.54399 -0.11104
H -1.72384 -0.95118 -0.31459
H 0.62408 -0.11846 -2.26832
H -0.76905 1.46802 -0.30561
H 1.05974 -1.95934 0.14029
H 0.94449 1.00951 1.12684
```

Results
* SMILES string: O=CC1C=C1.O
* charge: 0
* frontier orbital gap: 10.13 eV
* multiplicity: 1
* HOMO level: -9.46 eV

=====

No. 3
C43H40F7N2O | ωB97M-V/def2-TZVPD

Geometry as XYZ:
```
93
C43H40F7N2O ωB97M-V/def2-TZVPD
C -3.96621 3.75435 2.42725
C -4.51623 2.32930 2.41518
O -3.58583 1.34861 2.88228
C -2.36504 1.31170 2.21428
C -2.53165 1.07388 0.73912
C -3.35949 0.06640 0.21731
C -3.42940 -0.05849 -1.13376
C -2.68997 0.83264 -1.93140
F -2.75567 0.75298 -3.23342
N -1.91494 1.75347 -1.44606
N -1.87696 1.82600 -0.12428
H -3.51957 4.04182 1.47488
H -4.77617 4.44487 2.64384
H -3.22637 3.85407 3.22139
H -4.90518 2.05823 1.42745
H -5.35511 2.26206 3.10141
H -1.76344 2.21314 2.38609
H -1.80251 0.46520 2.61422
H -3.90272 -0.58351 0.88711
H -4.04754 -0.80746 -1.61060
H -1.26312 2.55450 0.23184
F -2.05576 4.61000 6.10451
C -1.07105 3.69028 6.06216
C 0.17900 4.01718 6.54980
C 1.18410 3.06115 6.48786
C 0.93459 1.80843 5.94011
C -0.33192 1.50520 5.46440
C -1.34738 2.44816 5.52822
H 0.35490 5.00027 6.96446
H 2.16844 3.29923 6.86775
H 1.72674 1.07485 5.88551
H -0.53143 0.52867 5.04288
H -2.34527 2.22507 5.16998
F 0.07760 8.42376 -3.99543
C -0.23825 7.15817 -3.68298
C 0.04583 6.69637 -2.41327
C -0.28877 5.38687 -2.09830
C -0.88236 4.56368 -3.04443
C -1.15467 5.05549 -4.31763
C -0.83847 6.36442 -4.64317
H 0.51845 7.35352 -1.69647
H -0.07160 5.01365 -1.10421
H -1.12844 3.54199 -2.79668
H -1.61181 4.41488 -5.06007
H -1.04579 6.77264 -5.62281
F -0.11625 -4.06382 -1.41577
C -0.48824 -3.77783 -2.68209
C -0.04203 -4.57108 -3.71791
C -0.43715 -4.25208 -5.01020
C -1.25739 -3.15843 -5.25291
C -1.69104 -2.37681 -4.19154
C -1.30587 -2.68724 -2.89408
H 0.60327 -5.41513 -3.51441
H -0.09784 -4.86532 -5.83373
H -1.55596 -2.91808 -6.26365
H -2.32972 -1.52177 -4.36843
H -1.63234 -2.09017 -2.05143
F 1.70682 -10.47310 -0.45007
C 1.95518 -9.15068 -0.42590
C 0.96300 -8.27978 -0.82979
C 1.22414 -6.91676 -0.79981
C 2.46169 -6.44963 -0.37785
C 3.44256 -7.34821 0.02003
C 3.19304 -8.71275 0.00131
H 0.00940 -8.66952 -1.15942
H 0.45995 -6.21987 -1.10606
H 2.66059 -5.38591 -0.36102
H 4.40945 -6.98800 0.34538
H 3.93950 -9.43146 0.31038
F 4.47868 0.79235 -6.35137
C 3.60871 1.68550 -5.84459
C 2.65626 1.24750 -4.94625
C 1.76501 2.17575 -4.42667
C 1.82829 3.50845 -4.80894
C 2.79615 3.91874 -5.71647
C 3.69945 3.00547 -6.24071
H 2.62202 0.20286 -4.66754
H 1.01290 1.85281 -3.71605
H 1.12350 4.21540 -4.39925
H 2.84866 4.95583 -6.02043
H 4.46450 3.30245 -6.94489
F 0.32042 -1.46360 4.10985
C 1.26705 -2.17943 4.77872
C 1.59797 -1.81167 6.06678
C 2.56222 -2.55568 6.73304
C 3.17528 -3.63326 6.10943
C 2.82146 -3.97555 4.81194
C 1.85515 -3.24624 4.13372
H 1.11306 -0.97180 6.54396
H 2.83272 -2.29005 7.74605
H 3.92628 -4.20656 6.63509
H 3.29742 -4.81438 4.32249
H 1.55854 -3.49919 3.12474
```

Results
* charge: +1
* frontier orbital gap: 5.44 eV
* multiplicity: 1
* HOMO level: -10.74 eV

=====

No. 4
C3H5N3 | ωB97M-V/def2-TZVPD

Geometry as XYZ:
```
11
C3H5N3 ωB97M-V/def2-TZVPD
C 1.55423 0.11163 -0.63810
C 0.17711 -0.05874 -0.07185
N 0.02375 -0.28445 1.23437
N -1.27936 -0.26400 1.40676
N -2.01548 -0.03699 0.33870
C -1.11103 0.08763 -0.63224
H 2.21035 -0.74759 -0.45432
H 1.51991 0.32633 -1.70791
H 2.00525 0.97705 -0.14855
H -1.66260 -0.37171 2.33227
H -1.42213 0.26085 -1.65914
```

Results
* SMILES string: Cc1cn[nH]n1
* charge: 0
* frontier orbital gap: 10.93 eV
* multiplicity: 1
* HOMO level: -9.77 eV

=====

No. 5
C8H15BrNO2 | ωB97M-V/def2-TZVPD

Geometry as XYZ:
```
27
C8H15BrNO2 ωB97M-V/def2-TZVPD
C 0.60304 1.83761 -1.45900
C 0.17270 -1.28244 0.89730
C -1.28728 0.69193 0.52213
C -0.13674 -1.22942 2.38309
C -1.19825 0.82324 2.11804
C -0.51868 -0.26454 -2.28861
C 1.77585 -0.45199 -1.58592
C 0.41352 0.13273 -1.28952
N -0.02022 0.00381 0.21694
O 0.35172 2.56743 -2.31175
O -1.31118 -0.48318 2.65999
Br 1.60399 2.63613 0.22395
H 1.15958 -1.79513 0.73682
H -0.55443 -1.92840 0.40882
H -1.98807 -0.17327 0.31931
H -1.53314 1.70762 0.03438
H -0.40085 -2.24696 2.91581
H 0.64898 -0.75684 3.00513
H -0.31188 1.35688 2.39922
H -2.07679 1.42044 2.39821
H -0.36411 0.14038 -3.29876
H -1.61483 -0.03983 -2.05771
H -0.31368 -1.36864 -2.25343
H 1.80317 -0.32560 -2.80157
H 1.79240 -1.54487 -1.50563
H 2.65847 -0.10186 -0.97523
H 0.64671 0.67477 0.58798
```

Results
* SMILES string: CC(C)(C(=O)Br)[NH+]1CCOCC1
* charge: +1
* frontier orbital gap: 10.72 eV
* multiplicity: 1
* HOMO level: -14.18 eV

=====

No. 6
C5H5Cl | ωB97M-V/def2-TZVPD

Geometry as XYZ:
```
11
C5H5Cl ωB97M-V/def2-TZVPD
C 0.52043 0.90298 0.08006
C -0.72353 1.03667 -0.32764
C -1.31278 -0.22124 -0.43709
C -0.30220 -1.13996 -0.13056
C 0.99509 -0.42590 0.33633
H -1.07402 1.96425 -0.50139
H -2.25001 -0.63174 -0.74641
H -0.31261 -2.24093 0.26019
H 0.91457 -0.50094 1.43858
H 1.86212 -0.91532 -0.16773
Cl 1.68292 2.17211 0.19568
```

Results
* SMILES string: ClC1=CC=CC1
* charge: 0
* frontier orbital gap: 9.15 eV
* multiplicity: 1
* HOMO level: -8.35 eV

=====

No. 7
C4H21NO7 | ωB97M-V/def2-TZVPD

Geometry as XYZ:
```
33
C4H21NO7 ωB97M-V/def2-TZVPD
C 1.40509 -1.30099 -0.78440
C 1.13293 -0.28173 0.31540
N -0.14600 0.09248 0.79716
C -1.43219 -0.66032 0.54139
C -0.49572 1.24542 1.65888
O 2.10949 0.32846 0.77501
H 2.05428 -2.20304 -0.44882
H 0.42503 -1.58369 -1.27747
H 1.98036 -0.71175 -1.55988
H -2.44238 -0.10011 0.75835
H -1.56558 -1.45562 1.32004
H -1.47429 -0.94926 -0.53532
H -1.49099 1.50727 1.56774
H -0.38574 0.99841 2.79010
H -0.03301 2.15887 1.51614
H 0.87623 -0.71762 2.62607
H 0.89412 -0.90699 4.15455
O 0.35077 -0.92021 3.40261
H 1.19501 3.61878 0.38918
H 1.85424 2.20106 0.21338
O 1.33939 2.86299 -0.21999
H 1.70785 1.72262 -3.58520
H 1.23143 2.17816 -2.08499
O 1.12729 2.18733 -3.05327
H -1.31010 -0.89203 -3.39636
H -1.57030 -2.24923 -2.89567
O -1.71730 -1.40823 -2.68515
H -0.55493 2.34055 -0.13085
H -1.75214 1.62039 -0.63139
O -1.50999 2.59857 -0.39358
H -0.45572 -4.36708 -0.25703
H -0.55327 -3.51128 1.02736
O -0.79383 -3.44220 0.08602
```

Results
* SMILES string: CC(=O)N(C)C.O.O.O.O.O.O
* charge: 0
* frontier orbital gap: 9.59 eV
* multiplicity: 1
* HOMO level: -9.39 eV

=====

No. 8
C7H9Cl | ωB97M-V/def2-TZVPD

Geometry as XYZ:
```
17
C7H9Cl ωB97M-V/def2-TZVPD
C -1.87747 -3.16756 -1.30307
C -1.50482 -2.25848 -0.60513
C 0.16308 0.09279 1.64929
C -0.90817 0.07223 0.63971
C 0.44785 0.54413 0.14914
C 0.53219 1.98652 -0.09912
C 1.24794 -0.26107 -0.81848
Cl -2.44621 0.80476 0.90928
H -2.41668 -4.07460 -1.36262
H 0.02188 0.97712 2.37328
H 0.83747 -0.63528 2.08184
H -0.41415 2.38174 -0.54072
H 1.37129 2.20246 -0.68550
H 0.69592 2.53333 0.81444
H 0.76770 -1.18834 -1.24757
H 2.15100 -0.43570 -0.28567
H 1.33118 0.42595 -1.66909
```

Results
* charge: 0
* frontier orbital gap (spin up / spin down): 7.43 / 7.39 eV
* multiplicity: 1
* HOMO level (spin up / spin down): -9.03 / -9.02 eV